A | DFT (the ωB97M-V functional and the def2-TZVPD basis) results for one molecule with the formula C2H3BrO.

Calculated values
LUMO energy	0.510	eV
multiplicity	1
HOMO energy	-10.3207	eV
orbital gap	10.83	eV

Positions of all 7 atoms, in Å:
C  -0.5884  0.4857  -0.1420
C  0.7379  -0.2174  0.0004
O  -0.8526  1.6730  -0.0763
Br  -2.2021  -0.6699  0.0120
H  1.2961  0.4060  0.6221
H  1.2010  -0.6320  -0.9592
H  0.4082  -1.0453  0.5430


B | DFT (the ωB97M-V functional and the def2-TZVPD basis) results for one molecule with the formula C2H3BrO.

Calculated values
LUMO energy	0.232	eV
multiplicity	1
HOMO energy	-9.3153	eV
orbital gap	9.55	eV

Positions of all 7 atoms, in Å:
C  0.1658  -0.4214  0.1284
C  0.5567  0.7921  -0.1218
O  2.2898  1.0102  0.1814
Br  3.3241  -0.3861  0.1054
H  -0.8454  -0.7645  0.0075
H  0.8781  -1.1568  0.4839
H  0.1755  1.7224  -0.4735


Here is how they stack up, most stable first: A, B.


A | DFT (the ωB97M-V functional and the def2-TZVPD basis) results for one molecule with the formula C6H8S.

Calculated values
LUMO energy (spin up / spin down)	-0.025 / 0.216	eV
multiplicity	1
HOMO energy (spin up / spin down)	-7.0154 / -7.0720	eV
orbital gap (spin up / spin down)	6.99 / 7.29	eV

Positions of all 15 atoms, in Å:
C  0.8127  1.3309  0.6137
C  1.2154  0.1151  0.5131
C  -1.2867  0.7058  -0.5734
C  -0.6049  1.7313  0.1389
C  0.6611  -0.7956  -0.4096
C  0.1271  -2.0973  -0.0983
S  -2.6896  0.3119  -1.1760
H  1.1775  1.9012  1.4651
H  2.2034  -0.2937  0.7847
H  -1.1898  2.0714  1.0252
H  -0.5727  2.6465  -0.6604
H  0.4737  -0.4224  -1.4943
H  0.2441  -2.7648  -0.9046
H  -0.9129  -1.9782  -0.1443
H  0.3416  -2.4620  0.9203


B | DFT (the ωB97M-V functional and the def2-TZVPD basis) results for one molecule with the formula C6H8S.

Calculated values
LUMO energy	0.992	eV
multiplicity	1
HOMO energy	-8.5514	eV
orbital gap	9.54	eV

Positions of all 15 atoms, in Å:
C  -0.7730  0.3124  0.3438
C  -1.6891  -0.4480  0.2109
C  0.3265  1.2492  0.1918
C  2.6664  -0.0516  -0.5324
C  1.6505  0.4219  0.4763
C  -2.9924  -1.1148  -0.0248
S  1.6368  -1.3722  0.1604
H  0.1927  1.6645  -0.8292
H  0.2569  2.0719  0.8258
H  2.6889  0.2692  -1.5600
H  3.7104  0.0633  -0.0724
H  2.1694  0.6909  1.3154
H  -3.7607  -0.3991  0.3990
H  -3.0890  -2.1776  0.2403
H  -2.9942  -1.1799  -1.1450


Here is how they stack up, most stable first: B, A.


A | DFT (the ωB97M-V functional and the def2-TZVPD basis) results for a 3-piece molecular cluster, C5H15NO2 overall.

Calculated values
LUMO energy	0.773	eV
multiplicity	1
HOMO energy	-7.2886	eV
orbital gap	8.06	eV

Positions of all 23 atoms, in Å:
C  -1.5191  -2.0951  0.7021
N  -0.6170  -1.1881  -0.0145
C  -0.2910  0.0305  0.5531
C  0.2018  1.0493  -0.1769
C  1.0442  2.2329  0.3198
C  -0.6060  0.2568  2.0019
H  -2.2599  -1.5662  1.2907
H  -2.1149  -2.6544  -0.0256
H  -0.9233  -2.8747  1.1793
H  -0.6202  -1.2264  -1.0044
H  -0.0361  1.0865  -1.2370
H  1.0691  2.8962  -0.5458
H  0.4674  2.8166  1.0399
H  2.0324  1.9099  0.6253
H  -0.0880  1.1352  2.3783
H  -0.3367  -0.5916  2.6384
H  -1.6645  0.4644  2.1239
H  -1.7481  0.9392  -3.3978
H  -0.6757  -0.1305  -3.5208
O  -1.6144  -0.0102  -3.3387
H  4.1200  -1.1773  -0.4364
H  2.7484  -0.6029  -0.2391
O  3.4316  -0.7001  -0.9154


B | DFT (the ωB97M-V functional and the def2-TZVPD basis) results for a 3-piece molecular cluster, C5H15NO2 overall.

Calculated values
LUMO energy	0.863	eV
multiplicity	1
HOMO energy	-8.9679	eV
orbital gap	9.83	eV

Positions of all 23 atoms, in Å:
C  1.1965  0.9820  0.6253
C  1.7120  -0.0740  -0.4386
C  0.5680  -0.9094  -0.9735
C  -0.4952  0.7556  -2.4492
C  -0.5690  -0.0014  -1.3422
N  0.9907  0.2843  1.8944
H  1.9521  1.7638  0.6290
H  0.2914  1.4571  0.2514
H  2.4948  -0.6174  0.0491
H  2.1365  0.3816  -1.3296
H  0.8412  -1.6459  -1.7673
H  0.2670  -1.6984  -0.2829
H  -1.1185  1.6837  -2.5942
H  0.1572  0.7770  -3.3256
H  -1.2585  0.4207  -0.5939
H  1.6910  0.5431  2.5839
H  0.8107  -0.6961  1.7685
H  -1.6331  0.0047  2.5399
H  -1.2854  1.2577  1.7165
O  -1.9234  0.5471  1.7979
H  -2.6878  -1.6609  1.0864
H  -2.2214  -1.7268  -0.3723
O  -1.9168  -1.8282  0.5270


C | DFT (the ωB97M-V functional and the def2-TZVPD basis) results for a 3-piece molecular cluster, C5H15NO2 overall.

Calculated values
LUMO energy	-3.573	eV
multiplicity	1
HOMO energy	-7.7006	eV
orbital gap	4.13	eV

Positions of all 23 atoms, in Å:
C  -0.4925  -0.8426  -1.4277
N  -1.6779  -0.7761  -0.6119
C  1.5685  -0.5366  0.5617
C  1.0355  0.0298  1.7950
C  1.7736  1.0530  2.6709
O  -0.3419  0.4688  1.5324
C  -0.9247  -0.7986  -2.8874
H  0.2443  -0.0152  -1.1428
H  0.0346  -1.7621  -1.1774
H  -2.1471  0.1532  -0.6825
H  2.2561  0.1149  0.0109
H  1.8325  -1.5829  0.4797
H  0.7528  -0.7542  2.5027
H  1.8647  2.1234  2.4847
H  2.7501  0.5947  2.9011
H  1.2521  0.8828  3.6343
H  -0.4349  0.6829  0.5871
H  -0.1745  -0.6161  -3.6602
H  -1.3905  -1.7734  -3.0358
H  -1.7061  -0.0327  -2.9247
H  -2.5793  2.4911  -0.8384
H  -1.3778  -0.8005  0.3523
O  -2.1179  1.6962  -1.1241


Here is how they stack up, most stable first: A, B, C.


A | DFT (the ωB97M-V functional and the def2-TZVPD basis) results for a 3-piece molecular cluster, C5H15NO2 overall.

Calculated values
LUMO energy	0.718	eV
multiplicity	1
HOMO energy	-7.6500	eV
orbital gap	8.37	eV

Positions of all 23 atoms, in Å:
C  -1.5463  -1.3663  2.2023
C  -1.5797  -0.3670  1.0876
C  -0.5402  -0.4856  0.1932
N  -0.4319  0.5723  -0.8061
C  0.3414  0.1100  -2.0659
C  -0.7562  -0.6941  -3.0341
H  -1.8167  -2.3078  1.8429
H  -0.4442  -1.5436  2.5520
H  -1.9627  -0.9166  3.1217
H  -2.3793  0.3340  0.9021
H  0.2720  -1.2226  0.2955
H  -1.1934  1.1199  -1.0372
H  0.9713  -0.7823  -1.6438
H  0.9247  0.8030  -2.5610
H  -1.1046  -0.0632  -3.7868
H  -1.5207  -0.8921  -2.2864
H  -0.4738  -1.7030  -3.2696
H  2.6435  1.0475  1.6693
H  3.0837  -0.4114  1.8745
O  2.9576  0.2223  1.2212
H  1.8618  2.7710  0.4714
H  1.1545  2.6177  1.8158
O  1.5392  3.1580  1.2412


B | DFT (the ωB97M-V functional and the def2-TZVPD basis) results for a 3-piece molecular cluster, C5H15NO2 overall.

Calculated values
LUMO energy	0.708	eV
multiplicity	1
HOMO energy	-9.0223	eV
orbital gap	9.73	eV

Positions of all 23 atoms, in Å:
C  1.2344  -1.3886  0.9643
C  -0.2597  -1.7204  1.1325
C  -1.1247  -0.5090  0.8807
C  -2.1619  -0.5760  0.0632
C  -0.8266  0.6353  1.7873
N  1.5714  -0.7414  -0.2877
H  1.4522  -0.6244  1.7208
H  1.8755  -2.1984  1.3038
H  -0.4598  -2.5720  0.4805
H  -0.4583  -2.0139  2.1660
H  -2.9094  0.1926  -0.1095
H  -2.2570  -1.4038  -0.6295
H  0.0857  1.1748  1.6668
H  -0.9877  0.3213  2.7859
H  -1.5334  1.4698  1.6857
H  2.0384  -1.3503  -0.9350
H  0.7297  -0.3921  -0.7397
H  1.9421  3.2743  -1.6990
H  2.2045  1.7639  -1.4860
O  1.5478  2.4049  -1.7839
H  -1.2907  1.5948  -3.2667
H  0.1111  1.6074  -2.6104
O  -0.5235  1.0511  -3.0901


C | DFT (the ωB97M-V functional and the def2-TZVPD basis) results for a 2-piece molecular cluster, C5H15NO2 overall.

Calculated values
LUMO energy	0.708	eV
multiplicity	1
HOMO energy	-8.8170	eV
orbital gap	9.53	eV

Positions of all 23 atoms, in Å:
C  1.3755  0.7820  -0.0606
C  0.6958  2.1395  0.2120
O  -0.2973  2.1450  1.2116
C  0.3661  -0.3204  -0.1934
N  1.0210  -1.6167  -0.5536
C  0.0975  -2.3203  -1.4477
C  1.2597  -2.4136  0.6218
H  2.0685  0.5059  0.7489
H  2.0217  0.9443  -0.9273
H  0.2085  2.5877  -0.6596
H  1.5327  2.8373  0.4053
H  0.0791  1.7858  2.0145
H  -0.1733  -0.4278  0.7569
H  -0.3282  -0.0754  -1.0037
H  0.5592  -3.2209  -1.8669
H  -0.8613  -2.5425  -0.9608
H  -0.0773  -1.7064  -2.3328
H  0.3429  -2.8074  1.0940
H  1.8776  -3.2979  0.4667
H  1.8312  -1.8556  1.3703
H  -2.8397  1.0389  0.1580
H  -3.9691  1.8455  0.7588
O  -3.7150  1.4129  -0.0861


Here is how they stack up, most stable first: B, C, A.


A | DFT (the ωB97M-V functional and the def2-TZVPD basis) results for a 3-piece molecular cluster, C5H15NO2 overall.

Calculated values
LUMO energy	0.625	eV
multiplicity	1
HOMO energy	-8.7844	eV
orbital gap	9.41	eV

Positions of all 23 atoms, in Å:
C  0.5182  0.2343  2.1913
C  -0.5147  0.6240  1.1255
C  -0.2713  -0.0395  -0.2165
C  -0.4009  0.6893  -1.3254
C  -0.2998  0.2443  -2.7273
N  0.0232  -0.7171  3.2177
H  0.8368  1.1213  2.7659
H  1.3999  -0.2210  1.7812
H  -0.3958  1.7299  1.0303
H  -1.5340  0.2361  1.3187
H  0.0752  -1.1005  -0.1729
H  -0.4057  1.7533  -1.1512
H  -0.9174  0.6999  -3.4889
H  -0.4908  -0.8013  -2.9684
H  0.6943  0.5089  -3.0930
H  -0.8405  -0.3944  3.6149
H  -0.1647  -1.6945  2.9791
H  -2.4029  -4.2171  -0.3003
H  -2.3589  -5.4466  0.1668
O  -1.8430  -4.9896  -0.5272
H  3.0173  4.4694  -1.9687
H  3.4439  3.2839  -1.1163
O  2.8315  4.0270  -1.1355


B | DFT (the ωB97M-V functional and the def2-TZVPD basis) results for a 2-piece molecular cluster, C5H15NO2 overall.

Calculated values
LUMO energy	0.449	eV
multiplicity	1
HOMO energy	-9.4414	eV
orbital gap	9.89	eV

Positions of all 23 atoms, in Å:
C  0.6007  -1.6195  -0.1588
O  1.7538  -2.3043  -0.6603
C  0.4924  -0.1480  -0.6288
C  -0.9801  0.2299  -0.9275
C  -1.6873  0.8742  0.2501
C  -2.0859  -0.0488  1.3921
N  1.2660  0.0689  -1.8729
H  -0.2757  -2.1494  -0.5208
H  0.5929  -1.7066  0.9135
H  2.3616  -2.4440  0.0785
H  0.8026  0.6400  0.0486
H  -0.9338  0.9384  -1.7493
H  -1.5483  -0.6239  -1.3086
H  -1.1755  1.7954  0.5454
H  -2.6135  1.3492  -0.0999
H  -2.8634  -0.7386  1.0477
H  -2.4787  0.4928  2.2416
H  -1.2613  -0.6915  1.6679
H  2.2366  -0.0662  -1.6206
H  1.0475  -0.6845  -2.5097
H  2.5235  1.5896  1.4933
H  2.1894  2.8298  0.7578
O  2.0364  2.4169  1.6207


C | DFT (the ωB97M-V functional and the def2-TZVPD basis) results for a 2-piece molecular cluster, C5H15NO2 overall.

Calculated values
LUMO energy	0.817	eV
multiplicity	1
HOMO energy	-8.8014	eV
orbital gap	9.62	eV

Positions of all 23 atoms, in Å:
C  1.2595  1.9727  0.0332
N  0.4714  0.8158  0.4278
C  -0.1239  0.0094  -0.6129
C  -0.2125  -1.4517  -0.1488
C  1.1695  -2.0778  0.0129
O  1.6821  -2.5164  -1.2415
C  -1.5064  0.5258  -1.0704
H  1.9481  2.2015  0.8423
H  1.8294  1.8011  -0.8834
H  0.6590  2.8468  -0.2620
H  -0.1811  1.1404  1.1232
H  0.4865  -0.0646  -1.5105
H  -0.8659  -1.5912  0.7152
H  -0.6851  -1.9754  -0.9901
H  1.8782  -1.2825  0.2585
H  1.2381  -2.7696  0.8573
H  1.2940  -3.3496  -1.5314
H  -1.5326  0.6881  -2.1474
H  -1.6873  1.5566  -0.7496
H  -2.3278  -0.1391  -0.8328
H  -1.1979  1.6422  3.1283
H  -1.7158  0.9455  1.8217
O  -1.8796  1.0720  2.7603


D | DFT (the ωB97M-V functional and the def2-TZVPD basis) results for a 3-piece molecular cluster, C5H15NO2 overall.

Calculated values
LUMO energy	0.823	eV
multiplicity	1
HOMO energy	-9.3351	eV
orbital gap	10.16	eV

Positions of all 23 atoms, in Å:
C  -0.8594  1.5750  0.4974
C  0.5082  1.4596  -0.1774
C  0.7866  0.1111  -0.8313
C  0.2250  0.3749  -3.1810
C  -0.1029  -0.0951  -1.9674
N  -0.9146  0.6546  1.6715
H  -1.0824  2.6339  0.6727
H  -1.7695  1.1747  -0.1045
H  1.2293  1.6359  0.5868
H  0.7197  2.3784  -0.8662
H  1.8556  0.1316  -1.1693
H  0.8049  -0.7779  -0.1504
H  -0.2300  0.3581  -4.1259
H  1.0413  1.0546  -3.3451
H  -1.0005  -0.7090  -1.6699
H  -1.4792  0.8714  2.3489
H  -0.0962  0.5301  2.1333
H  -1.1332  -1.5316  1.0846
H  -1.6126  -3.0222  0.8387
O  -0.8568  -2.4487  0.9417
H  0.7210  -2.1042  1.7876
H  1.8934  -2.4775  2.7007
O  1.3524  -1.7775  2.3244


Here is how they stack up, most stable first: B, C, A, D.